15
Properties=species:S:1:pos:R:3 method="wB97M-V/def2-TZVPD" fmax_ev_per_a=3.15 orbital_gap_ha=0.355 e_lumo_ev=1.12 smiles="C1=C[C@@H]2[C@@H]3C=C[C@H]1N23" homo_energy_ev=-8.54
N 0.35 -0.12 1.30
C -0.93 0.45 0.98
C -1.59 -0.24 -0.07
C -0.75 -1.21 -0.48
C 1.02 1.11 -0.61
C 1.28 -0.19 -0.88
C 0.32 1.26 0.70
C 0.61 -1.04 0.17
H -2.59 -0.19 -0.45
H 1.13 -1.97 0.48
H 1.75 -0.59 -1.78
H -0.87 -1.96 -1.28
H 1.22 1.95 -1.31
H 0.58 2.05 1.43
H -1.52 0.72 1.80